1.
Below is a cluster of 5 separate species, C39H53B2BrClN2O18 in total at a distorted geometry, with properties calculated with ωB97M-V/def2-TZVPD.

## Properties
E_HOMO	-11.59	eV
total energy	-165055.2660	eV

Geometry as ORCA input:
```
! RIJCOSX wB97M-V def2-TZVPD def2/J DEFGRID3
* xyz 1 1
C -2.319 5.634 -1.564
C -0.897 5.204 -1.132
O -0.240 4.563 -2.226
C -0.562 3.191 -2.344
C 0.702 2.317 -2.117
O 0.520 1.679 -0.822
C 1.421 0.700 -0.549
C 2.362 0.978 0.416
B 2.330 2.458 1.087
O 1.485 2.573 2.144
N 3.173 3.529 0.578
C 4.056 4.085 1.628
C 4.075 3.092 -0.509
N 3.286 0.039 0.795
C 4.274 0.291 1.859
C 3.699 0.385 3.277
C 4.270 1.374 4.089
C 3.828 1.601 5.385
C 2.785 0.821 5.860
C 2.200 -0.184 5.106
C 2.659 -0.393 3.803
C 1.956 -1.483 2.991
C 3.305 -1.143 0.199
C 2.415 -1.507 -0.814
C 2.460 -2.779 -1.469
Br 3.785 -4.075 -1.046
C 1.519 -3.034 -2.425
O 1.532 -4.244 -3.090
B 2.195 -4.072 -4.335
O 1.556 -4.446 -5.502
O 3.481 -3.521 -4.398
C 0.490 -2.100 -2.787
Cl -0.721 -2.466 -3.979
C 0.445 -0.872 -2.184
C 1.421 -0.578 -1.198
H -2.671 6.548 -1.065
H -3.013 4.808 -1.327
H -2.342 5.825 -2.646
H -0.287 6.093 -0.904
H -0.909 4.598 -0.212
H -1.091 2.936 -3.277
H -1.269 2.949 -1.527
H 0.882 1.609 -2.936
H 1.525 3.040 -1.996
H 1.701 3.359 2.704
H 3.509 4.420 2.517
H 4.591 4.962 1.233
H 4.824 3.363 1.968
H 4.679 3.948 -0.849
H 3.521 2.705 -1.375
H 4.767 2.294 -0.175
H 4.911 1.162 1.651
H 4.959 -0.575 1.851
H 5.082 1.986 3.681
H 4.303 2.404 5.947
H 2.411 1.011 6.869
H 1.378 -0.784 5.493
H 1.127 -1.879 3.598
H 1.493 -1.088 2.073
H 2.595 -2.351 2.760
H 4.055 -1.872 0.512
H 1.404 -3.627 -5.996
H 3.369 -2.560 -4.456
H -0.323 -0.159 -2.473
C -2.261 -5.721 -4.232
C -3.647 -5.919 -4.796
C -4.728 -5.148 -4.085
O -5.885 -5.941 -4.356
C -5.457 -7.223 -4.528
O -6.168 -8.168 -4.588
O -4.097 -7.268 -4.616
H -1.567 -6.445 -4.659
H -1.893 -4.716 -4.444
H -2.250 -5.874 -3.150
H -3.646 -5.709 -5.870
H -4.852 -4.137 -4.469
H -4.586 -5.107 -3.001
C -3.149 4.289 4.077
C -1.998 5.216 3.791
C -1.950 5.720 2.377
O -0.549 6.002 2.217
C 0.113 5.172 3.048
O 1.303 5.016 3.033
O -0.728 4.541 3.890
H -3.025 3.806 5.047
H -4.092 4.834 4.074
H -3.205 3.492 3.333
H -1.990 6.039 4.512
H -2.548 6.615 2.222
H -2.235 4.965 1.641
C 3.187 -7.636 0.387
C 3.939 -7.805 1.684
C 3.598 -9.056 2.450
O 3.911 -8.673 3.794
C 3.747 -7.326 3.871
O 3.747 -6.701 4.879
O 3.580 -6.788 2.629
H 3.339 -6.629 -0.003
H 3.522 -8.359 -0.357
H 2.113 -7.760 0.534
H 5.016 -7.729 1.504
H 4.188 -9.917 2.144
H 2.536 -9.314 2.405
C -8.685 4.401 -2.402
C -7.316 4.440 -1.769
C -6.681 3.089 -1.567
O -5.795 3.341 -0.469
C -6.340 4.360 0.252
O -5.964 4.702 1.326
O -7.373 4.928 -0.420
H -9.160 5.380 -2.341
H -8.619 4.108 -3.449
H -9.338 3.699 -1.882
H -6.660 5.108 -2.337
H -6.131 2.743 -2.440
H -7.394 2.319 -1.263
*
```

2.
Below is a structure of composition C39H53N3O6ReSSi3, with properties calculated with ωB97M-V/def2-TZVPD.

## Properties
E_HOMO (alpha / beta)	-7.51 / -7.07	eV
ΔE to the lowest compared entry with this formula, charge and spin	0.547	eV
total energy	-94660.9359	eV

Geometry as ORCA input:
```
! RIJCOSX wB97M-V def2-TZVPD def2/J DEFGRID3
* xyz 0 4
Re -0.783 -0.071 0.682
O -2.458 -1.438 3.803
S -1.783 -0.935 2.658
O -0.283 -0.777 2.726
O -1.971 -1.715 1.357
O -2.207 0.469 2.199
C -2.737 -2.648 -1.620
Si -4.237 -1.836 -0.852
C -4.965 -2.775 0.583
C -5.562 -1.771 -2.195
C -3.855 -0.036 -0.468
C -2.929 0.590 -1.414
C -3.401 1.158 -2.605
C -2.518 1.662 -3.533
C -1.155 1.617 -3.262
C -0.750 1.089 -2.060
N -1.608 0.585 -1.148
Si -4.808 1.138 0.637
C -5.465 0.293 2.165
C -6.294 1.774 -0.333
C -3.726 2.618 1.011
H -2.850 -3.736 -1.612
H -1.804 -2.410 -1.109
H -2.647 -2.333 -2.664
H -5.227 -3.778 0.234
H -5.885 -2.297 0.924
H -4.287 -2.868 1.429
H -5.799 -2.783 -2.535
H -5.222 -1.204 -3.065
H -6.486 -1.317 -1.832
H -4.468 1.159 -2.783
H -2.884 2.083 -4.461
H -0.418 1.995 -3.956
H 0.289 1.057 -1.773
H -6.332 -0.318 1.905
H -5.801 1.051 2.877
H -4.730 -0.337 2.663
H -6.948 0.959 -0.650
H -6.001 2.341 -1.219
H -6.883 2.442 0.303
H -2.734 2.340 1.372
H -4.200 3.240 1.775
H -3.612 3.228 0.111
C 3.341 -3.123 -2.720
C 2.327 -2.042 -2.333
C 2.851 -0.684 -2.809
C 1.004 -2.354 -3.047
Si 1.921 -1.954 -0.478
O 0.638 -0.973 -0.324
C 1.578 -3.674 0.174
C 2.610 -4.604 0.337
C 2.361 -5.877 0.827
C 1.067 -6.244 1.175
C 0.032 -5.332 1.034
C 0.287 -4.060 0.538
C 3.309 -1.200 0.558
C 2.940 -0.491 1.706
C 3.889 0.057 2.557
C 5.240 -0.077 2.272
C 5.632 -0.780 1.142
C 4.676 -1.341 0.304
H 3.461 -3.136 -3.809
H 3.010 -4.118 -2.418
H 4.329 -2.945 -2.294
H 3.000 -0.695 -3.895
H 3.810 -0.442 -2.342
H 2.150 0.121 -2.579
H 1.159 -2.369 -4.132
H 0.236 -1.610 -2.824
H 0.613 -3.332 -2.753
H 3.632 -4.331 0.095
H 3.176 -6.581 0.946
H 0.870 -7.236 1.563
H -0.977 -5.605 1.317
H -0.533 -3.359 0.449
H 1.890 -0.396 1.960
H 3.566 0.566 3.458
H 5.986 0.348 2.934
H 6.685 -0.900 0.916
H 5.016 -1.894 -0.563
C 3.704 4.122 2.550
N 2.305 3.753 2.372
N 1.945 3.140 1.180
C 0.907 2.291 1.405
O 0.300 1.735 0.448
C 0.673 2.283 2.809
C 1.566 3.154 3.356
C 1.817 3.472 4.787
C 2.351 3.650 -0.084
C 2.789 2.753 -1.049
C 3.160 3.237 -2.293
C 3.115 4.600 -2.559
C 2.685 5.485 -1.580
C 2.288 5.012 -0.339
H 4.072 4.565 1.629
H 4.320 3.257 2.801
H 3.764 4.867 3.340
H -0.077 1.695 3.309
H 1.067 2.984 5.404
H 1.775 4.547 4.965
H 2.800 3.114 5.099
H 2.837 1.696 -0.814
H 3.497 2.545 -3.053
H 3.416 4.972 -3.529
H 2.644 6.546 -1.786
H 1.926 5.688 0.426
*
```

3.
Below is a structure of composition C39H54AsF6GeN3O6P2Si3W at a distorted geometry, with properties calculated with ωB97M-V/def2-TZVPD.

## Properties
E_HOMO (alpha / beta)	-8.66 / -8.66	eV
ΔE to the lowest compared entry with this formula, charge and spin	0.000	eV
total energy	-235776.4754	eV

Geometry as ORCA input:
```
! RIJCOSX wB97M-V def2-TZVPD def2/J DEFGRID3
* xyz 0 1
W -0.315 0.376 0.007
C 0.379 -0.286 3.717
P 0.131 1.085 2.538
C 1.600 2.095 2.839
C -1.244 2.122 3.085
C -1.092 3.267 3.862
C -2.193 4.060 4.150
C -3.454 3.680 3.714
C -3.615 2.528 2.959
C -2.503 1.771 2.606
P -2.548 0.319 1.508
C -2.696 -1.004 2.754
C -4.249 0.345 0.848
H -0.196 -0.106 4.626
H 1.443 -0.313 3.949
H 0.130 -1.247 3.274
H 1.718 2.135 3.924
H 1.501 3.107 2.459
H 2.469 1.610 2.402
H -0.114 3.576 4.205
H -2.062 4.992 4.679
H -4.308 4.310 3.922
H -4.604 2.265 2.608
H -3.559 -0.736 3.366
H -1.820 -1.054 3.391
H -2.845 -1.975 2.301
H -4.897 -0.185 1.544
H -4.296 -0.144 -0.120
H -4.608 1.363 0.742
O -1.724 6.618 2.215
C -2.581 6.116 1.472
O -3.800 6.298 1.352
C -2.025 4.938 0.632
C -2.898 3.997 0.104
C -2.424 2.754 -0.238
N -1.136 2.414 -0.090
C -0.256 3.414 0.169
C -0.659 4.676 0.518
C 1.175 2.993 0.069
O 2.095 3.760 -0.030
O 1.297 1.679 0.110
H -3.954 4.238 0.065
H -3.076 1.974 -0.589
H 0.073 5.420 0.801
N -0.386 -9.047 3.468
C -0.429 -7.977 3.052
C -0.487 -6.636 2.536
C -1.725 -6.053 2.277
C -1.784 -4.764 1.784
C -0.607 -4.050 1.541
C 0.633 -4.640 1.803
C 0.690 -5.929 2.300
C -0.657 -2.710 1.035
C -0.676 -1.570 0.613
H -2.632 -6.612 2.462
H -2.743 -4.313 1.572
H 1.539 -4.085 1.611
H 1.646 -6.391 2.502
F 1.734 -0.520 1.307
As 3.332 -1.396 1.328
F 2.591 -2.646 0.397
F 3.753 -0.545 -0.114
F 4.830 -2.214 1.386
F 3.919 -0.081 2.287
F 2.771 -2.168 2.782
C -4.599 -2.768 -0.101
Si -3.519 -2.508 -1.626
C -4.809 -2.537 -2.997
C -2.395 -4.004 -1.773
Ge -2.190 -0.491 -1.975
Si -3.590 1.187 -3.081
C -2.755 2.833 -3.426
C -5.233 1.523 -2.216
C -4.054 0.479 -4.757
Si -0.970 -1.387 -3.903
C -0.319 -0.001 -5.015
C 0.398 -2.601 -3.426
C -2.088 -2.392 -5.042
H -4.952 -3.802 -0.156
H -5.484 -2.130 -0.118
H -4.107 -2.640 0.857
H -5.407 -3.446 -2.882
H -4.400 -2.533 -4.003
H -5.488 -1.687 -2.901
H -2.975 -4.914 -1.597
H -1.585 -3.974 -1.047
H -1.939 -4.088 -2.758
H -1.770 2.968 -2.984
H -3.390 3.652 -3.078
H -2.640 2.947 -4.506
H -5.154 2.202 -1.367
H -5.754 0.622 -1.890
H -5.869 2.021 -2.954
H -3.184 0.351 -5.402
H -4.703 1.221 -5.232
H -4.602 -0.461 -4.711
H 0.762 0.105 -4.937
H -0.769 0.970 -4.806
H -0.536 -0.250 -6.057
H 0.444 -2.819 -2.361
H 1.385 -2.246 -3.729
H 0.224 -3.539 -3.958
H -2.910 -1.832 -5.483
H -2.485 -3.300 -4.590
H -1.428 -2.702 -5.859
O 0.953 -0.690 -1.186
C 1.220 0.230 -2.046
C 2.478 0.440 -2.807
C 2.231 1.850 -3.361
C 0.858 2.261 -2.832
O 0.330 3.327 -2.949
N 0.308 1.161 -2.117
H 2.618 -0.329 -3.565
H 3.309 0.378 -2.104
H 2.229 1.911 -4.448
H 2.950 2.577 -2.983
*
```

4.
Below is a structure of composition C39H55MnN7O4P2S7, with properties calculated with ωB97M-V/def2-TZVPD.

## Properties
E_HOMO (alpha / beta)	-6.70 / -6.83	eV
ΔE to the lowest compared entry with this formula, charge and spin	0.000	eV
total energy	-185703.3630	eV

Geometry as ORCA input:
```
! RIJCOSX wB97M-V def2-TZVPD def2/J DEFGRID3
* xyz 0 6
Mn 1.370 -0.472 0.543
C 3.013 -1.975 4.081
P 1.999 -0.538 3.557
C 0.550 -0.785 4.656
C 2.875 0.746 4.572
C 4.254 1.145 4.043
P 4.183 2.282 2.587
C 4.062 3.881 3.494
C 5.968 2.315 2.156
H 3.098 -1.991 5.171
H 4.016 -1.922 3.657
H 2.571 -2.900 3.733
H 0.875 -0.988 5.678
H -0.043 -1.626 4.300
H -0.079 0.106 4.661
H 2.976 0.322 5.576
H 2.229 1.625 4.671
H 4.825 0.255 3.761
H 4.828 1.639 4.833
H 3.090 3.960 3.986
H 4.846 3.988 4.247
H 4.139 4.708 2.786
H 6.601 2.481 3.031
H 6.151 3.110 1.433
H 6.244 1.371 1.686
C -4.402 5.355 -6.346
C -4.057 4.094 -5.605
C -3.853 2.896 -6.285
C -3.551 1.731 -5.599
C -3.446 1.758 -4.217
C -3.646 2.939 -3.521
C -3.951 4.097 -4.217
S -3.057 0.269 -3.334
O -2.743 0.672 -1.993
O -4.081 -0.699 -3.595
N -1.705 -0.317 -4.021
C -0.469 0.460 -4.043
C 0.742 -0.449 -3.853
C 0.755 -1.079 -2.456
O 0.393 -2.239 -2.333
O 1.128 -0.294 -1.503
H -4.230 5.246 -7.415
H -3.807 6.196 -5.987
H -5.453 5.612 -6.200
H -3.932 2.875 -7.364
H -3.406 0.804 -6.140
H -3.560 2.938 -2.443
H -4.107 5.021 -3.672
H -1.897 -0.921 -4.807
H -0.531 1.173 -3.220
H -0.384 1.038 -4.970
H 1.649 0.134 -4.026
H 0.703 -1.264 -4.577
S -5.260 -1.549 0.352
C -3.508 -1.539 0.674
C -2.615 -2.228 -0.131
C -1.256 -2.028 0.048
N -0.762 -1.190 0.969
C -1.629 -0.564 1.767
C -2.999 -0.706 1.664
C -5.688 -3.247 0.696
C -5.965 -3.660 1.990
C -6.415 -4.957 2.184
N -6.600 -5.829 1.198
C -6.311 -5.427 -0.034
C -5.858 -4.151 -0.341
H -2.960 -2.859 -0.939
H -0.532 -2.493 -0.617
H -1.204 0.100 2.508
H -3.660 -0.145 2.309
H -5.853 -2.983 2.826
H -6.642 -5.310 3.184
H -6.460 -6.155 -0.824
H -5.662 -3.864 -1.365
C 2.940 -6.019 -1.124
S 1.244 -5.565 -1.550
C 0.610 -5.209 0.043
C 1.000 -4.224 0.881
S 2.222 -3.027 0.603
S 0.137 -4.206 2.409
C -0.962 -5.511 2.127
S -2.096 -5.993 3.213
S -0.680 -6.260 0.601
H 3.420 -6.290 -2.063
H 2.959 -6.873 -0.450
H 3.454 -5.169 -0.679
N 4.501 -1.085 0.784
C 5.678 -1.123 0.138
C 5.593 -0.227 -0.902
C 4.291 0.286 -0.820
N 3.635 -0.241 0.205
H 4.141 -1.753 1.456
H 6.466 -1.787 0.452
H 6.352 0.008 -1.627
H 3.804 1.001 -1.460
C 1.774 2.481 -0.162
C 1.440 3.984 -0.314
N 0.223 4.315 0.422
C 0.422 3.957 1.824
C 0.646 2.431 1.968
N 0.724 1.801 0.636
C -0.568 2.012 -0.055
C -0.886 3.525 -0.115
H 2.729 2.326 0.343
H 1.798 1.976 -1.128
H 1.291 4.251 -1.362
H 2.251 4.606 0.072
H -0.452 4.278 2.394
H 1.284 4.516 2.197
H -0.184 1.968 2.506
H 1.569 2.205 2.504
H -1.346 1.461 0.471
H -0.474 1.564 -1.041
H -1.778 3.763 0.468
H -1.072 3.845 -1.142
*
```